(1)
Entry from OMol25: a molecular structure, C26H28N2O10RuS2 (ωB97M-V/def2-TZVPD).

Calculated values
2S+1: 6
Total energy, eV: -75123.87144
Orbital gap (spin up / spin down), eV: 8.76 / 7.51
Total charge: -1
⟨S²⟩: 8.770

```
69
Properties=species:S:1:pos:R:3:forces:R:3:nbo_charge:R:1
C 3.1187 -2.9388 -4.5356 0.1 0.0 0.0 -0.11
H -2.5600 7.2659 7.6069 0.0 0.0 0.0 0.24
H -0.9353 -2.9882 0.6611 0.0 0.0 -0.1 0.22
H -0.4588 2.8606 7.7268 0.0 0.0 0.0 0.22
H 0.0566 -6.2392 -4.0651 0.0 0.0 0.0 0.22
H 2.6721 0.3046 -1.5621 0.0 -0.1 -0.1 0.22
S 2.7230 -0.5456 -5.8072 0.2 0.4 0.0 2.32
H 0.3947 -2.0679 -6.3406 0.0 -0.1 0.0 0.25
O -2.1052 1.0327 -0.8515 0.8 0.6 0.8 -0.77
C 2.2580 -2.1853 -5.3177 0.0 0.3 0.1 -0.38
H 0.2877 -3.0386 -1.3238 0.0 -0.2 -0.1 0.20
O 3.9026 -0.6289 -6.6247 0.1 -0.1 0.1 -0.95
N -0.8943 -1.3892 -0.7053 0.2 0.3 0.0 -0.46
H 3.8225 1.4991 -2.2146 0.0 0.0 0.1 0.22
C 2.7434 -4.2149 -4.1595 0.0 0.1 0.0 -0.22
C -1.1099 2.9264 6.8653 0.0 0.0 -0.1 -0.20
H -0.6525 -1.0889 2.4620 0.1 0.1 0.0 0.48
O 2.3541 3.5088 -1.8902 -0.2 0.0 0.1 -0.64
H 2.1650 1.9785 -4.0803 0.0 -0.1 0.0 0.21
O 1.2481 -0.8194 0.8368 -0.5 1.2 0.3 -0.79
C 1.5274 -4.7523 -4.5767 -0.1 0.0 0.0 0.01
C -2.4682 0.2574 -1.8018 0.1 -1.0 -0.4 0.78
C -1.6770 -1.0774 -1.9005 -0.4 0.6 0.0 -0.35
O 2.2184 -2.7650 0.2857 -0.1 0.3 0.1 -0.65
H 1.5965 -6.3874 -3.2002 0.0 -0.1 0.0 0.22
H 0.3098 2.0645 5.5086 0.0 0.0 0.0 0.23
H 0.8593 -1.4573 -1.8646 -0.1 0.1 -0.1 0.22
C 0.6853 -3.9828 -5.3745 0.0 0.0 0.1 -0.22
O -1.4494 -1.6131 2.6050 -0.1 -0.1 0.0 -0.72
H -3.4666 3.1415 3.8116 0.0 0.0 0.0 0.23
C -0.6817 2.4793 5.6296 0.0 0.0 -0.1 -0.19
C 1.1385 -6.1429 -4.1579 0.0 0.1 0.0 -0.63
H 4.0605 -2.5138 -4.2156 0.0 0.0 0.1 0.23
C -2.2721 -1.5607 1.4526 0.3 0.0 -0.1 -0.09
H -1.8902 5.8525 6.7690 0.0 0.0 0.0 0.24
C -0.6773 1.5369 2.2277 -0.1 0.1 -0.1 -0.46
C -3.2341 3.5377 5.9029 0.0 0.0 0.0 -0.21
N 3.2276 0.1786 -4.4026 -0.2 -0.2 -0.3 -0.87
H -2.5419 -0.5298 1.1909 -0.1 -0.1 0.1 0.19
H -2.3937 -1.8670 -2.1370 0.1 0.0 -0.1 0.20
H -0.8871 6.7978 7.8961 0.0 0.0 0.0 0.24
H -2.3990 -2.8044 -0.3085 0.0 0.0 0.0 0.19
H -4.2265 3.9525 6.0207 0.0 0.0 0.0 0.22
C 2.7762 1.1944 -2.1852 -0.5 0.3 0.1 -0.51
H 1.4792 -6.8718 -4.8968 0.0 0.0 0.0 0.22
S -2.9550 3.9409 8.6241 0.0 -0.1 0.0 0.22
H -1.0214 -0.9435 -2.7625 0.1 -0.1 0.0 0.22
C -2.3364 5.6038 8.8852 0.0 -0.1 -0.1 0.44
C -1.8869 6.4121 7.6972 0.1 0.1 0.0 -0.73
C -2.8076 3.0847 4.6674 0.0 0.0 0.0 -0.20
C 1.3845 -1.8846 0.1382 -0.1 -0.6 -0.6 0.77
H 4.0978 0.6611 -4.5963 0.0 -0.1 0.0 0.41
H -3.1757 -2.1051 1.7289 0.0 0.1 -0.1 0.18
C -1.5287 2.5409 4.5166 0.0 0.1 0.3 -0.02
O 1.5540 0.0956 -6.3401 -0.1 -0.1 0.2 -0.94
H -0.2707 -4.3845 -5.6897 0.0 0.0 0.0 0.21
C 0.3920 -1.9939 -1.0365 0.4 0.0 0.3 -0.34
C -1.6294 -2.2555 0.2446 -0.2 0.0 0.2 -0.26
C 2.2841 0.9937 -3.6219 -0.1 0.0 0.0 -0.22
C -2.3872 3.4599 7.0019 -0.1 0.1 0.3 -0.21
H 3.3839 -4.7964 -3.5103 0.1 0.0 0.0 0.22
C 1.9770 2.3886 -1.6001 0.9 -0.1 -0.4 0.80
O 0.9350 2.1237 -0.8813 -0.8 -0.7 0.7 -0.81
C 1.0412 -2.6937 -5.7391 0.0 0.1 -0.1 -0.16
H 1.3068 0.5077 -3.6516 0.0 0.0 0.1 0.21
Ru -0.2325 0.8438 0.3270 0.2 -0.5 -1.3 1.73
O -3.3343 0.4486 -2.6364 0.0 0.2 0.2 -0.65
O -2.3470 6.0265 10.0102 -0.1 0.1 0.0 -0.55
C -1.0878 2.0263 3.2654 0.2 -0.2 -0.2 -0.09
```
Forces are in eV/Å.

(2)
Entry from OMol25: C26H28N2O4 in the gas phase (ωB97M-V/def2-TZVPD).

Calculated values
Total energy, eV: -38587.72314
Orbital gap, eV: 8.79
Structure (SMILES): CCCCc1ccc(NC(=O)COc2ccc(C(=O)Nc3ccccc3OC)cc2)cc1

```
60
Properties=species:S:1:pos:R:3:forces:R:3:nbo_charge:R:1
N -3.5344 0.8225 1.2996 -0.3 0.1 -0.4 -0.60
H 2.9662 3.8944 -2.6620 0.1 0.0 0.0 0.19
H 1.5579 5.6743 -3.7020 -0.1 0.0 -0.1 0.20
H -2.9794 -3.8908 -1.2866 0.0 -0.1 -0.1 0.24
H 2.1146 3.0615 0.1898 0.1 0.0 0.0 0.20
C -0.3552 2.7051 1.1271 0.0 -0.1 -0.2 -0.15
H 2.4978 0.5933 1.4447 0.1 0.0 0.0 0.20
H 1.7520 6.6702 -2.2599 -0.1 0.1 0.0 0.20
C 3.1322 -0.1216 0.9228 0.1 0.2 0.1 -0.25
C 2.4783 4.6479 -2.0391 -0.3 0.1 -0.1 -0.39
C -1.8152 0.9010 -0.3636 -0.1 0.0 0.1 -0.26
H 4.0030 -5.3353 -2.1111 0.0 -0.1 0.0 0.22
C 1.1855 4.0711 -1.4687 0.5 -0.1 0.0 -0.38
C -0.6002 1.3608 -0.8299 0.0 0.1 0.1 -0.15
H -2.7961 -1.5233 3.0341 0.0 0.1 0.1 0.23
H -6.0388 0.1477 2.7029 0.1 -0.1 0.1 0.22
N 0.5829 -3.0629 -0.0734 0.1 0.4 0.3 -0.62
H 0.2130 3.4118 1.7148 0.1 0.1 0.1 0.20
H -1.9451 2.5911 2.5599 0.0 0.0 0.0 0.25
C -1.7161 -2.6207 1.5674 0.0 -0.1 -0.2 -0.18
C -0.5166 -3.8377 -0.2931 0.0 0.1 0.1 0.65
C 2.3385 -4.3608 -1.1951 -0.1 0.0 0.0 -0.24
H 5.5994 -3.5419 -1.5306 0.1 0.0 0.0 0.21
C 0.1482 2.2703 -0.0922 0.2 -0.1 0.1 -0.06
H -5.0121 -2.7536 -0.4096 -0.1 0.0 -0.1 0.23
H -4.0334 0.2922 0.5960 0.1 0.0 0.2 0.41
C 4.1360 -2.3422 -0.5438 -0.1 0.2 0.1 -0.29
H 0.6949 4.8215 -0.8448 -0.1 0.0 0.0 0.20
H 4.8489 -1.5707 -0.2989 0.0 0.1 0.0 0.22
H -4.9752 -0.8719 3.6909 0.1 0.1 -0.1 0.21
C 4.5618 -3.4632 -1.2436 0.0 -0.1 -0.1 -0.22
H 1.6315 -5.1351 -1.4411 0.0 0.0 0.0 0.25
O -5.1541 -1.3122 1.6615 0.0 -0.2 -0.3 -0.50
H 3.1512 6.2945 -3.2669 0.0 0.1 -0.1 0.21
C -5.0798 -0.3791 2.7165 0.0 0.2 0.4 -0.17
C -1.5710 2.2545 1.6077 -0.1 0.0 0.1 -0.25
C -4.0797 -2.7266 0.1323 -0.1 0.2 0.2 -0.27
C -2.9514 -3.3507 -0.3528 0.2 0.0 0.1 -0.16
H -0.8100 -2.6001 2.1551 0.1 0.0 0.0 0.22
H 0.5038 3.8253 -2.2861 -0.1 0.0 0.0 0.20
H -2.3826 0.1841 -0.9417 -0.1 -0.1 0.0 0.21
C 1.8990 -3.2478 -0.4967 0.2 0.0 0.0 0.17
C -3.9402 0.6457 2.5816 -0.4 -0.2 -0.2 0.66
C -4.0261 -2.0160 1.3324 0.2 -0.3 -0.1 0.31
C -1.7426 -3.2587 0.3325 -0.2 -0.1 0.1 -0.10
O -3.4838 1.2045 3.5527 0.1 0.0 0.2 -0.60
O 2.2750 -1.1617 0.5235 -0.1 -0.6 -0.3 -0.52
H 3.5977 0.3688 0.0625 0.0 0.0 0.0 0.18
C -2.8495 -2.0146 2.0753 -0.3 0.1 0.1 -0.31
H 3.9115 -0.4832 1.6011 0.0 0.0 0.0 0.18
C 2.8102 -2.2233 -0.1679 -0.1 0.0 0.0 0.26
C 1.4396 2.8116 -0.6317 -0.3 0.2 -0.1 -0.42
O -0.5304 -4.8594 -0.9485 0.0 -0.1 -0.1 -0.60
H 3.1586 4.8903 -1.2192 0.1 -0.1 0.0 0.19
C 2.2197 5.8994 -2.8686 0.2 -0.2 0.1 -0.60
C -2.3096 1.3468 0.8592 0.3 0.1 0.0 0.14
H 0.4515 -2.1948 0.4290 -0.1 -0.1 -0.1 0.42
H -0.2245 1.0027 -1.7774 0.1 -0.1 -0.1 0.20
H 1.9238 2.0601 -1.2587 0.1 0.0 0.0 0.21
C 3.6692 -4.4651 -1.5676 0.2 0.1 0.0 -0.22
```
Forces are in eV/Å.

(3)
Entry from OMol25: a molecular structure, C26H28N2O6PtSi2 (ωB97M-V/def2-TZVPD).

Calculated values
Total energy, eV: -61687.34827
Orbital gap, eV: 5.47
Total charge: -2

```
65
Properties=species:S:1:pos:R:3:forces:R:3:nbo_charge:R:1
H -2.2641 -4.8783 -1.8137 0.0 0.0 0.0 0.19
H -2.5228 5.9799 -0.8079 0.0 0.0 0.0 0.21
C -1.6016 -3.5567 -4.8578 0.0 0.0 0.0 -0.26
H -4.1511 5.6578 0.9096 0.0 0.0 0.0 0.22
H -2.7779 -2.1682 1.4879 0.0 0.0 0.0 0.23
H -1.2332 0.9190 -4.1597 0.0 0.0 0.0 0.20
C -1.0146 -2.3644 -4.4540 0.0 0.0 0.0 -0.16
H -1.0663 6.4408 0.0804 0.0 0.0 0.0 0.20
C -0.7749 3.9914 1.2202 -0.1 0.1 0.0 0.22
C 1.5401 -0.2069 -3.3198 0.0 0.0 0.0 -1.12
C -0.8705 2.6638 1.1365 -0.1 0.1 0.1 -0.30
Si -0.0963 -0.4577 -2.3777 -0.1 0.0 -0.3 1.26
Si -1.0747 -2.4037 -0.3213 -0.2 -0.2 0.0 1.28
C 1.2555 0.3884 2.4087 0.1 0.0 0.0 0.23
Pt 0.0910 -0.4931 -0.1396 0.6 -0.1 0.1 0.11
H -2.5066 -5.3969 -4.2117 0.0 0.0 0.0 0.18
C -2.8219 -2.4319 0.4282 0.0 0.0 0.0 -1.12
H -0.9827 5.1636 -1.1667 0.0 0.0 0.0 0.20
N -2.6953 3.5746 0.1540 0.1 0.0 -0.2 -0.32
H -4.2348 1.9572 -1.2259 0.0 0.0 0.0 0.26
C -4.6885 4.9518 0.2916 0.0 0.0 0.0 -0.29
H -0.0194 -3.6168 1.5930 0.0 0.0 0.0 0.23
H 1.3871 -0.1910 -4.4048 0.0 0.0 0.0 0.20
C -2.0476 -4.4633 -3.9016 0.0 0.0 0.0 -0.25
O 1.7199 1.0596 0.1866 -0.1 0.0 0.1 -0.76
O 3.9115 2.5998 1.5421 0.0 0.0 0.0 -0.62
H -1.7138 -3.7828 -5.9137 0.0 0.0 0.0 0.18
C -1.2485 0.9042 -3.0639 0.1 0.0 0.0 -1.11
H -2.2734 0.7223 -2.7321 0.0 0.0 0.0 0.23
C -0.1525 -3.8383 0.5311 -0.1 0.0 0.0 -1.12
C -6.0722 3.0805 -1.2077 0.0 0.0 0.0 -0.20
O 0.2945 -0.3791 2.0952 0.1 0.0 0.0 -0.73
H 1.0562 4.1524 2.2589 0.0 0.0 0.0 0.26
C 2.9419 1.6077 3.5427 0.0 0.0 0.0 0.36
C -1.9053 -4.1654 -2.5524 0.0 0.0 0.0 -0.21
C 3.0734 1.8754 2.0657 0.0 0.0 0.0 0.32
N -1.9117 4.6289 0.6687 0.0 0.0 0.1 -0.26
C -6.7220 4.2339 -0.7840 0.0 0.0 0.0 -0.26
O -2.5723 1.2425 0.1811 -0.4 0.3 0.0 -0.58
H 0.8376 -3.9669 0.0887 0.0 0.0 0.0 0.22
C -6.0199 5.1643 -0.0332 0.0 0.0 0.0 -0.21
C -4.7404 2.8556 -0.9063 0.0 0.0 0.0 -0.25
H -3.4512 -1.6912 -0.0699 0.0 0.0 0.0 0.23
C -2.1026 2.3243 0.4494 0.1 -0.3 -0.1 0.63
H -0.7018 -4.7821 0.4371 0.0 0.0 0.0 0.20
C 0.3322 4.8105 1.7814 0.0 0.0 0.0 -0.66
O 3.6815 2.0276 4.4140 0.0 0.0 0.0 -0.59
C -4.0372 3.7982 -0.1492 -0.1 0.0 0.1 0.25
H -7.7629 4.4004 -1.0316 0.0 0.0 0.0 0.20
C -0.8549 -2.0593 -3.1009 0.0 0.0 0.1 -0.44
C -1.5968 5.6063 -0.3746 0.0 0.0 0.0 -0.42
H 2.2381 -1.0121 -3.0797 0.0 0.0 0.0 0.22
H 2.0085 0.7339 -3.0196 0.0 0.0 0.0 0.23
C 1.7265 0.7416 3.7521 -0.1 0.1 -0.1 0.34
H -0.0451 5.5230 2.5181 0.0 0.0 0.0 0.21
H -3.2919 -3.4172 0.3315 0.0 0.0 0.0 0.20
H -6.5135 6.0623 0.3196 0.0 0.0 0.0 0.20
H -0.6728 -1.6614 -5.2101 0.0 0.0 0.0 0.18
C 2.0022 1.1122 1.4230 0.1 -0.1 -0.1 0.30
O 1.2417 0.4386 4.8333 0.0 -0.1 0.0 -0.61
H -0.9492 1.8937 -2.7050 0.0 0.0 0.0 0.22
H -0.1913 1.9259 1.5093 0.0 0.0 0.1 0.25
C -1.3123 -2.9723 -2.1342 0.0 0.1 0.0 -0.44
H 0.8527 5.3685 1.0002 0.0 0.0 0.0 0.22
H -6.6081 2.3399 -1.7888 0.0 0.0 0.0 0.21
```
Forces are in eV/Å.